Density functional theory data (wB97M-V/def2-TZVPD) for a cluster of 14 separate species, C35H49F10N14 in total at a distorted geometry.

The value obtained for the strongest force on any atom is 2.65 eV/Å. The HOMO energy comes out at -2.369 eV. Its LUMO energy is 1.68 eV. As for the energy above the lowest of the compared OMol25 structures with the same formula, charge and spin: 14.0 kcal per mole. The total energy is -85122.1485 eV. Its HOMO-LUMO gap is 4.05 eV.

```
! wB97M-V def2-TZVPD RIJCOSX def2/J DEFGRID3
* xyz -1 1
C 1.399 -4.143 0.180
C 2.674 -3.479 -0.358
C 2.468 -1.993 -0.720
F 3.808 -1.384 -0.698
N 1.648 -1.412 0.215
C 1.440 -0.025 -0.122
C 0.004 0.529 0.122
C -1.073 -0.481 0.468
F -0.783 -1.270 1.473
F -2.160 0.261 0.899
C -1.602 -1.218 -0.791
F -0.641 -1.731 -1.511
F -2.144 -0.280 -1.578
C -2.633 -2.359 -0.576
F -2.601 -3.118 -1.687
F -2.364 -3.170 0.416
C -4.120 -1.944 -0.455
F -4.590 -1.416 -1.542
F -4.812 -3.078 -0.304
F -4.398 -1.222 0.579
H 0.643 -4.241 -0.604
H 1.673 -5.159 0.510
H 0.991 -3.633 1.051
H 3.465 -3.550 0.403
H 2.983 -4.050 -1.244
H 2.044 -1.905 -1.742
H 2.137 0.591 0.491
H 1.725 0.181 -1.176
H 0.043 1.226 0.967
H -0.284 1.149 -0.729
C -7.307 -3.894 -2.326
C -7.718 -5.008 -3.189
N -8.038 -5.872 -3.861
H -7.234 -4.232 -1.294
H -6.337 -3.516 -2.644
H -8.039 -3.093 -2.384
C -1.504 -4.700 -4.324
C -0.191 -5.077 -3.790
N 0.836 -5.370 -3.389
H -1.857 -3.789 -3.846
H -1.429 -4.534 -5.397
H -2.220 -5.499 -4.139
C 3.011 2.773 3.067
C 2.881 3.688 1.930
N 2.777 4.396 1.039
H 3.777 2.030 2.858
H 3.283 3.339 3.961
H 2.062 2.266 3.240
C -11.171 -1.149 -2.898
C -10.357 -1.537 -1.742
N -9.722 -1.839 -0.844
H -11.432 -0.095 -2.826
H -10.610 -1.317 -3.816
H -12.081 -1.744 -2.923
C 4.287 0.621 6.777
C 4.975 1.553 5.876
N 5.509 2.275 5.173
H 3.324 1.036 7.070
H 4.126 -0.330 6.272
H 4.888 0.453 7.665
C 1.564 6.519 4.481
C 2.397 5.474 5.081
N 3.044 4.658 5.548
H 2.049 7.487 4.595
H 1.427 6.314 3.420
H 0.592 6.548 4.968
C 7.438 -2.378 8.340
C 6.151 -1.737 8.622
N 5.148 -1.237 8.841
H 8.240 -1.819 8.819
H 7.434 -3.396 8.723
H 7.610 -2.401 7.265
C -8.078 -2.273 2.394
C -8.790 -1.624 3.500
N -9.346 -1.119 4.360
H -8.303 -3.337 2.385
H -8.390 -1.835 1.447
H -7.005 -2.137 2.514
C 1.242 5.440 -1.873
C 0.828 4.319 -2.724
N 0.506 3.455 -3.397
H 1.318 5.115 -0.836
H 2.210 5.812 -2.200
H 0.508 6.242 -1.943
C 7.672 -2.110 -0.848
C 6.720 -2.805 0.022
N 5.965 -3.345 0.682
H 7.280 -2.072 -1.863
H 7.825 -1.095 -0.488
H 8.624 -2.638 -0.851
C 3.808 8.192 0.203
C 2.442 8.010 0.698
N 1.373 7.868 1.072
H 4.523 7.772 0.909
H 3.916 7.692 -0.757
H 4.013 9.253 0.076
C -0.176 -6.675 -8.296
C -1.478 -6.070 -7.995
N -2.489 -5.597 -7.761
H 0.621 -6.050 -7.896
H -0.115 -7.662 -7.842
H -0.053 -6.767 -9.373
C 0.605 8.883 -4.100
C 1.907 8.530 -3.527
N 2.910 8.239 -3.070
H 0.242 9.805 -3.650
H 0.702 9.023 -5.175
H -0.110 8.085 -3.907
*
```